Entry 1:
# C12H15BrMgNO5

A molecular structure, C12H15BrMgNO5 (ωB97M-V with the def2-TZVPD basis set, the Open Molecules 2025 dataset).

Computed properties:
LUMO: -0.3272 Ha
calculated total energy: -99881.727 eV
net charge: +1

Last column: Mulliken charge in e.
Atoms and positions in Å:
Br1 -1.50 4.07 -0.01  -0.140
Mg1 4.13 -1.32 -2.43  0.638
O1 1.46 -0.11 1.28  -0.445
O2 -1.08 -2.16 3.16  -0.410
O3 0.42 -2.19 0.83  -0.400
O4 -1.52 0.07 2.84  -0.519
O5 2.38 -2.22 2.16  -0.539
N1 3.15 1.54 -0.71  -0.559
C1 1.53 -1.53 1.52  0.387
C2 -1.42 2.05 -0.16  0.005
C3 2.82 0.14 -1.06  0.105
C4 1.24 -0.19 -1.17  -0.681
C5 -1.57 1.74 -1.75  -1.011
C6 -1.08 -1.03 2.29  0.096
C7 -1.84 -1.51 -0.16  -0.209
C8 -0.57 -1.10 0.75  0.796
C9 -3.75 -2.83 1.61  -0.125
C10 -2.95 -2.38 0.65  -0.593
C11 0.42 0.08 0.22  1.138
C12 0.01 1.62 0.47  -1.372
H1 -1.36 0.62 -2.00  0.233
H2 1.13 -1.31 -1.48  0.486
H3 -2.42 -0.61 -0.60  0.157
H4 3.11 1.71 0.31  0.349
H5 0.81 2.36 0.10  0.510
H6 -2.64 1.97 -2.10  0.369
H7 3.28 -0.05 -2.14  -0.249
H8 0.83 0.42 -2.06  0.301
H9 -0.07 1.78 1.62  0.374
H10 -2.32 1.68 0.45  0.521
H11 -1.50 -2.13 -1.08  0.382
H12 -0.76 2.33 -2.34  0.307
H13 -4.32 -3.15 2.58  0.360
H14 3.40 -0.57 -0.34  0.429
H15 2.57 2.21 -1.25  0.308

=====

Entry 2:
# C12H15Cl2IN4OSTc

A molecular structure, C12H15Cl2IN4OSTc (ωB97M-V with the def2-TZVPD basis set, the Open Molecules 2025 dataset).

Computed properties:
LUMO (spin up / spin down): -0.4701 / -0.4808 Ha
calculated total energy: -66835.462 eV
net charge: +4
2S+1: 2

Last column: Mulliken charge in e.
Atoms and positions in Å:
I1 -1.87 -1.51 5.15  0.280
Tc1 -2.90 0.47 0.32  0.765
Cl1 23.42 -1.47 -1.01  0.289
Cl2 -0.94 0.83 -0.45  -0.133
S1 -3.71 -1.25 -0.71  0.056
O1 -3.68 0.89 2.03  -0.707
N1 -5.78 -1.58 -2.40  0.099
N2 -4.07 0.73 4.22  -0.238
N3 -5.35 0.54 -2.13  0.267
N4 -3.96 1.89 -0.69  0.070
C1 -4.63 4.16 -2.13  -0.521
C2 -2.25 -0.62 3.26  -1.208
C3 -6.46 0.43 -2.97  -0.259
C4 -5.08 2.91 -2.53  -0.749
C5 -3.54 3.13 -0.31  -0.102
C6 -3.38 0.36 3.20  1.064
C7 22.04 -0.85 -1.49  0.091
C8 -5.71 -3.05 -2.30  -0.837
C9 -4.97 -0.71 -1.79  0.409
C10 -4.77 1.79 -1.77  1.048
C11 -3.87 4.28 -0.98  -0.836
C12 -6.71 -0.88 -3.13  -0.511
H1 -6.51 -3.46 -2.91  0.308
H2 -4.87 5.03 -2.73  0.477
H3 -4.75 -3.39 -2.69  0.399
H4 -6.99 1.28 -3.36  0.446
H5 -2.46 -1.43 2.56  0.375
H6 21.53 -1.28 -2.35  0.310
H7 -2.92 3.16 0.58  0.477
H8 -5.84 -3.36 -1.27  0.397
H9 -3.51 5.23 -0.62  0.454
H10 -3.85 0.33 5.14  0.105
H11 -5.66 2.81 -3.43  0.385
H12 -1.34 -0.10 2.96  0.445
H13 -7.48 -1.38 -3.70  0.472
H14 -4.82 1.40 4.14  0.303
H15 21.63 0.01 -0.96  0.310

=====

Entry 3:
# C12H15ClCuN3

A molecular structure, C12H15ClCuN3 (ωB97M-V with the def2-TZVPD basis set, the Open Molecules 2025 dataset).

Computed properties:
LUMO (spin up / spin down): -0.2014 / -0.2726 Ha
ΔE to the lowest compared entry with this formula, charge and spin: 133.49 kcal/mol
calculated total energy: -74305.671 eV
net charge: +1
2S+1: 2

Last column: Mulliken charge in e.
Atoms and positions in Å:
Cu1 1.11 2.56 -7.81  0.783
Cl1 -0.51 0.51 -4.43  -0.783
N1 3.30 -4.22 -3.34  -0.056
N2 -3.31 4.86 -0.62  0.009
N3 0.10 -0.52 2.87  -0.004
C1 3.99 -6.36 -2.92  -0.403
C2 -0.23 -0.03 5.01  -0.222
C3 2.32 -4.88 -2.63  -0.445
C4 -2.95 6.35 0.91  -0.222
C5 -2.33 5.57 0.03  -0.630
C6 2.75 -6.19 -2.38  -0.281
C7 0.85 -1.43 3.63  -0.264
C8 0.52 -1.18 5.01  -0.352
C9 -0.69 0.20 3.68  -0.064
C10 4.22 -5.26 -3.68  -0.534
C11 -4.46 5.12 -0.01  -0.330
C12 -4.28 6.12 0.94  -0.518
H1 -0.73 0.58 5.75  0.390
H2 1.45 -2.20 3.18  0.411
H3 3.19 -3.24 -3.59  0.220
H4 1.41 -4.38 -2.36  0.386
H5 -1.36 5.54 -0.44  0.373
H6 0.90 -1.62 5.92  0.410
H7 -5.30 4.63 -0.48  0.387
H8 -3.06 4.22 -1.36  0.206
H9 2.14 -6.83 -1.77  0.373
H10 -5.05 6.71 1.40  0.359
H11 -1.37 0.93 3.27  0.434
H12 5.06 -5.04 -4.32  0.364
H13 0.19 -0.44 1.87  0.262
H14 -2.50 7.14 1.49  0.366
H15 4.60 -7.24 -2.80  0.378

=====

Entry 4:
# C12H15F17InO3S

A molecular structure, C12H15F17InO3S (ωB97M-V with the def2-TZVPD basis set, the Open Molecules 2025 dataset).

Computed properties:
LUMO: 0.0827 Ha
calculated total energy: -81037.683 eV
net charge: -1

Last column: Mulliken charge in e.
Atoms and positions in Å:
In1 2.34 3.50 -0.26  0.945
S1 2.58 5.78 0.75  -0.598
F1 1.47 -3.19 0.24  -0.317
F2 -5.00 0.28 -2.42  -0.290
F3 -7.05 -0.26 -0.72  -0.210
F4 -7.77 -1.35 1.04  -0.266
F5 -4.45 2.74 -1.45  -0.288
F6 2.82 -1.49 0.13  -0.259
F7 2.66 -2.87 -2.20  -0.250
F8 -5.30 1.48 0.12  -0.255
F9 7.24 -0.80 0.66  -0.289
F10 -5.59 -2.98 0.93  -0.312
F11 6.29 -2.01 2.84  -0.335
F12 5.28 -0.91 -0.32  -0.215
F13 -2.87 0.75 -2.29  -0.299
F14 -5.13 -0.89 1.31  -0.283
F15 6.14 -3.22 1.03  -0.284
F16 -1.67 2.97 0.25  -0.389
F17 4.62 -3.22 -1.28  -0.217
O1 2.49 2.08 1.26  -0.794
O2 3.41 -3.32 1.23  -0.429
O3 -4.73 -1.80 -0.70  -0.420
C1 -5.56 -1.74 0.38  0.842
C2 -3.66 -0.89 -0.87  -0.823
C3 2.76 -2.82 0.14  0.856
C4 -6.99 -1.44 -0.06  0.185
C5 3.30 -3.44 -1.15  0.159
C6 -0.71 3.91 -0.07  -0.182
C7 5.61 -2.15 1.67  0.810
C8 5.90 -0.88 0.87  0.123
C9 0.26 3.36 -1.08  -1.182
C10 -4.21 1.66 -0.67  0.380
C11 -3.97 0.45 -1.56  0.851
C12 4.16 -2.45 2.06  -0.710
H1 -2.99 -1.41 -1.55  0.441
H2 1.64 6.46 0.11  0.034
H3 4.22 -2.97 3.01  0.386
H4 -0.03 2.38 -1.37  0.403
H5 3.61 -1.53 2.25  0.404
H6 1.69 1.58 1.24  0.214
H7 5.57 0.01 1.43  0.321
H8 0.22 4.00 -1.92  0.420
H9 3.11 -4.52 -1.15  0.238
H10 -3.11 -0.74 0.06  0.370
H11 -1.21 4.77 -0.45  0.242
H12 3.57 3.30 -1.52  -0.370
H13 -7.36 -2.23 -0.71  0.235
H14 -0.23 4.18 0.83  0.211
H15 -3.34 1.87 -0.04  0.198

=====

Entry 5:
# C12H15HgN5O2S4

A molecular structure, C12H15HgN5O2S4 (ωB97M-V with the def2-TZVPD basis set, the Open Molecules 2025 dataset).

Computed properties:
LUMO (spin up / spin down): 0.1026 / 0.1016 Ha
ΔE to the lowest compared entry with this formula, charge and spin: 9.07 kcal/mol
calculated total energy: -71750.626 eV
net charge: -1
2S+1: 2

Last column: Mulliken charge in e.
Atoms and positions in Å:
Hg1 2.17 0.04 1.62  1.301
S1 5.15 0.20 3.22  -0.140
S2 2.79 -2.02 2.82  -0.514
S3 3.93 1.66 2.39  -0.535
S4 3.88 -0.99 4.27  -0.135
O1 -0.16 -1.19 -2.08  -0.565
O2 -2.37 -1.06 -2.00  -0.299
N1 -0.04 -2.35 0.43  -0.423
N2 1.98 0.71 -0.68  -0.064
N3 -1.23 -2.07 -0.26  0.003
N4 -0.06 0.53 1.54  -0.510
N5 -0.14 1.73 -0.53  -0.106
C1 3.09 0.48 -1.39  -0.209
C2 3.30 0.96 -2.66  -0.768
C3 -2.14 0.02 2.68  -0.279
C4 -2.90 0.67 1.69  -1.024
C5 2.29 1.74 -3.23  -0.341
C6 1.01 1.44 -1.21  0.743
C7 -0.79 1.13 0.58  0.358
C8 -2.16 1.24 0.60  -0.230
C9 -0.78 -0.04 2.60  -0.778
C10 -3.59 -1.32 -1.30  -0.614
C11 1.15 1.99 -2.51  -0.858
C12 -1.17 -1.42 -1.46  0.571
H1 -2.05 -1.92 0.32  0.255
H2 4.22 0.74 -3.19  0.392
H3 -0.18 -0.52 3.36  0.411
H4 -2.62 -0.44 3.54  0.411
H5 2.40 2.15 -4.22  0.375
H6 -3.59 -0.85 -0.32  0.135
H7 0.00 -3.34 0.59  0.228
H8 -0.79 2.24 -1.10  0.149
H9 -2.66 1.74 -0.22  0.271
H10 -3.97 0.77 1.75  0.425
H11 -4.37 -0.88 -1.91  0.237
H12 -3.77 -2.39 -1.22  0.329
H13 0.35 2.58 -2.93  0.331
H14 3.86 -0.11 -0.90  0.374
H15 -0.05 -1.85 1.32  0.095

=====

Entry 6:
# C12H15I

A single C12H15I molecule (ωB97M-V with the def2-TZVPD basis set, the Open Molecules 2025 dataset).

Computed properties:
LUMO: 0.0144 Ha
ΔE to the lowest compared entry with this formula, charge and spin: 44.71 kcal/mol
calculated total energy: -20783.610 eV
SMILES: CC1=C2[C@@]3(CC[C@@]4(C[C@@H]4C)C3)[C@]12I

Last column: Mulliken charge in e.
Atoms and positions in Å:
I1 0.11 -0.65 -4.72  -0.003
C1 0.66 0.71 0.51  1.183
C2 -1.05 -1.30 -1.58  -1.478
C3 -3.31 -1.38 -2.97  -1.216
C4 -0.10 -0.15 -1.61  1.781
C5 -0.37 0.95 -0.59  -1.182
C6 0.22 0.62 1.95  -0.072
C7 1.40 -0.38 -1.54  -1.278
C8 0.99 1.82 1.46  -1.132
C9 -0.85 -0.10 -2.91  -0.424
C10 1.72 -0.23 -0.05  -0.838
C11 -2.03 -0.98 -2.40  0.974
C12 0.86 -0.34 2.91  -1.614
H1 -1.40 0.92 -0.22  0.534
H2 0.50 -1.36 2.74  0.340
H3 2.73 0.15 0.11  0.380
H4 2.01 1.92 1.78  0.276
H5 -3.63 -2.32 -2.53  0.345
H6 1.94 -0.34 2.81  0.332
H7 -0.84 0.77 2.13  0.381
H8 -3.22 -1.49 -4.05  0.293
H9 0.61 -0.07 3.93  0.419
H10 1.91 0.38 -2.13  0.397
H11 -4.06 -0.62 -2.77  0.266
H12 1.68 -1.36 -1.92  0.485
H13 -0.20 1.91 -1.07  0.239
H14 1.65 -1.20 0.44  0.330
H15 0.47 2.76 1.36  0.281

=====

Entry 7:
# C12H15IN

A gas-phase ion, C12H15IN (charge +1) (ωB97M-V with the def2-TZVPD basis set, the Open Molecules 2025 dataset).

Computed properties:
LUMO (spin up / spin down): -0.1284 / -0.2599 Ha
calculated total energy: -22266.520 eV
net charge: +1
2S+1: 3

Last column: Mulliken charge in e.
Atoms and positions in Å:
I1 -1.71 1.27 2.33  0.295
N1 0.20 1.08 -0.21  0.476
C1 -1.32 -2.13 1.40  -0.579
C2 -0.46 -1.12 1.01  0.614
C3 1.40 1.08 0.51  -0.821
C4 0.25 0.73 -1.70  -0.700
C5 1.41 -2.31 2.10  -0.978
C6 -0.95 0.19 0.49  -1.225
C7 1.73 0.03 1.27  -0.628
C8 0.88 -1.12 1.46  1.179
C9 0.54 -3.35 2.29  -0.296
C10 0.13 1.92 -2.68  -0.597
C11 -0.83 -3.26 2.10  -0.528
C12 -1.15 2.70 -2.65  -1.149
H1 1.90 2.02 0.54  0.476
H2 2.72 0.04 1.78  0.413
H3 -1.74 0.25 -0.31  0.688
H4 -1.21 3.53 -1.88  0.328
H5 2.46 -2.53 2.25  0.379
H6 -1.14 3.39 -3.46  0.396
H7 -2.33 -2.11 1.07  0.451
H8 -1.95 1.97 -2.66  0.297
H9 0.90 -4.36 2.65  0.322
H10 0.90 2.63 -2.48  0.342
H11 -0.55 -0.05 -2.02  0.429
H12 -1.43 -4.22 2.43  0.274
H13 0.34 1.46 -3.61  0.427
H14 1.15 0.23 -1.91  0.361
H15 -0.16 2.04 -0.13  0.355

=====

Entry 8:
# C12H15N5OS

A single C12H15N5OS molecule (ωB97M-V with the def2-TZVPD basis set, the Open Molecules 2025 dataset).

Computed properties:
LUMO: 0.0147 Ha
ΔE to the lowest compared entry with this formula, charge and spin: 48.44 kcal/mol
calculated total energy: -33020.199 eV
SMILES: CNC(=O)CSc1nnnn1-c1cc(C)ccc1C

Last column: Mulliken charge in e.
Atoms and positions in Å:
S1 -1.32 1.29 0.82  -0.149
O1 -5.18 0.52 0.23  -0.653
N1 0.11 -2.20 1.53  -0.140
N2 -3.36 0.17 -1.05  -0.081
N3 0.26 -0.95 1.06  0.684
N4 -1.76 -1.20 1.83  -0.127
N5 -1.06 -2.32 1.97  -0.840
C1 1.44 -0.45 0.49  0.367
C2 3.34 -0.67 -0.92  -0.847
C3 3.43 2.76 0.68  -1.535
C4 3.74 0.61 -0.59  -0.791
C5 1.77 -2.62 -0.77  -1.478
C6 -0.94 -0.34 1.27  0.258
C7 2.18 -1.23 -0.39  0.789
C8 -4.05 -0.48 -2.13  -0.942
C9 1.84 0.84 0.84  -0.361
C10 -3.11 1.26 1.12  -0.726
C11 3.00 1.39 0.30  0.476
C12 -3.99 0.60 0.05  0.679
H1 -3.67 -1.50 -2.28  0.312
H2 1.87 -3.29 0.08  0.328
H3 3.93 -1.25 -1.61  0.349
H4 0.72 -2.64 -1.07  0.327
H5 -2.36 0.31 -1.15  0.131
H6 1.26 1.41 1.54  0.651
H7 -3.28 0.74 2.07  0.352
H8 -3.93 0.08 -3.06  0.308
H9 -3.42 2.30 1.23  0.496
H10 2.37 -2.99 -1.59  0.399
H11 4.06 3.20 -0.08  0.382
H12 2.57 3.41 0.85  0.348
H13 4.64 1.02 -1.02  0.403
H14 -5.10 -0.53 -1.87  0.323
H15 4.00 2.73 1.61  0.311